No. 1
Entry from the Open Molecules 2025 dataset: a structure of composition C21H57CrF6N10O11P3S2 (ωB97M-V/def2-TZVPD).

## Properties
Highest occupied orbital energy (alpha / beta)   -7.2 / -8.0 eV
Charge   0
Molecular weight   948.786 g/mol
Kohn-Sham gap (alpha / beta)   6.6681 / 7.5324 eV
Expectation value of S²   6.01
ΔE to the lowest compared entry with this formula, charge and spin   515.6 kJ/mol
Electronic energy   -154388.783 eV
Max |F|   0.0870 Eh/bohr
Spin multiplicity   5

Geometry as XYZ:
```
111
Properties=species:S:1:pos:R:3:forces:R:3
Cr 20.41072 -18.65334 -23.87200 -0.31 0.46 0.70
C 23.05041 -16.05242 -27.04136 -1.18 -2.49 0.28
F 24.25685 -15.56861 -27.18616 0.26 -0.24 -0.06
F 22.18315 -15.06033 -27.14016 -0.24 0.05 0.41
F 22.74474 -16.94875 -28.06104 0.75 1.16 1.26
S 22.99559 -17.09287 -25.29353 1.51 0.36 2.81
O 23.42387 -16.14119 -24.25176 -1.61 0.51 -1.41
O 21.58923 -17.60244 -25.03143 2.20 1.42 -1.96
O 24.04250 -18.09352 -25.35451 -1.30 -0.30 -1.60
C 20.92783 -21.60369 -27.34003 -1.71 -1.59 3.19
F 21.26013 -22.83374 -27.71572 -0.41 -0.41 -0.44
F 22.01259 -20.92094 -27.31950 1.47 1.84 -0.55
F 19.97618 -21.12318 -28.10683 -0.05 0.48 -1.31
S 20.19149 -21.66427 -25.55654 2.50 -2.30 0.42
O 18.85105 -22.15575 -25.67430 -0.95 0.88 -0.42
O 21.06712 -22.63942 -24.90361 -0.36 0.92 -0.42
O 20.40223 -20.30645 -25.02084 -0.54 -0.90 -1.17
C 21.39894 -14.87717 -22.00995 -0.18 0.88 -0.62
N 20.11681 -15.63902 -22.21073 -0.68 0.95 2.44
O 19.06740 -14.98970 -21.96490 1.74 -1.49 -1.18
O 20.18001 -16.84275 -22.37040 -0.40 0.85 -0.20
H 22.25517 -15.45232 -21.65758 -0.60 -0.40 -0.39
H 21.19086 -14.05920 -21.32022 -0.23 -0.19 -0.12
H 21.60127 -14.45437 -22.99402 0.35 -0.07 0.04
O 19.01361 -19.31591 -22.60927 -1.72 -1.00 0.82
P 17.80132 -19.56508 -21.76320 -1.99 -1.67 1.99
N 18.24391 -20.50984 -20.36630 0.78 0.73 -0.03
C 19.12959 -21.65143 -20.57692 1.34 0.62 -1.09
C 17.30594 -20.80688 -19.28940 -1.22 0.69 -0.65
N 16.47795 -20.51726 -22.38565 2.42 0.64 -0.11
C 16.90442 -21.63625 -23.28929 -0.46 0.60 -0.19
C 15.20948 -20.67037 -21.63814 0.32 0.48 -1.34
N 17.00195 -18.22028 -21.10009 0.57 -0.43 -0.72
C 16.06107 -17.40512 -21.97536 0.23 -1.37 0.07
C 17.74753 -17.43567 -20.06700 -1.79 1.11 -1.38
H 19.87780 -21.79711 -19.79778 -0.51 0.03 0.74
H 19.82005 -21.41686 -21.38707 -0.22 0.04 -0.47
H 18.66414 -22.60277 -20.83461 -0.45 0.01 0.18
H 16.73426 -19.93635 -18.96777 0.43 0.43 0.11
H 17.76681 -21.25563 -18.40944 0.28 -0.02 -0.27
H 16.48936 -21.42638 -19.66024 0.21 -0.75 0.21
H 16.55298 -21.49956 -24.31198 -0.18 0.28 -0.04
H 17.98640 -21.70010 -23.40482 -0.04 0.06 0.32
H 16.51134 -22.60956 -22.99561 0.06 0.06 0.53
H 15.04960 -21.66105 -21.21260 0.23 -0.14 -0.14
H 15.08516 -19.93086 -20.84708 0.20 0.04 -0.21
H 14.48227 -20.48466 -22.42857 -0.73 -0.16 0.42
H 16.48400 -16.81855 -22.79093 0.72 0.06 0.34
H 15.40586 -18.11255 -22.48363 -0.06 -0.11 0.10
H 15.41357 -16.75718 -21.38456 0.29 -0.10 0.35
H 17.02672 -16.62226 -19.98394 0.20 0.34 0.78
H 18.60295 -16.91876 -20.50193 0.45 -0.57 0.44
H 17.83020 -17.89415 -19.08158 0.41 -0.32 -0.43
O 21.90773 -19.12597 -22.39535 0.72 -0.38 1.04
P 22.75653 -19.78632 -21.34993 2.12 -0.06 1.42
N 24.09544 -18.77993 -20.88118 0.96 -1.14 0.05
C 24.17102 -17.38075 -21.25191 -0.61 -0.40 -0.60
C 25.34462 -19.25610 -20.15996 -1.76 -0.37 -1.29
N 23.37222 -21.29402 -21.81176 -0.40 0.06 0.55
C 23.56267 -22.47024 -20.92180 -0.86 1.28 -0.34
C 23.43595 -21.57320 -23.28754 -0.42 2.35 0.76
N 21.99797 -19.90955 -19.82286 -1.12 0.09 -1.80
C 21.14569 -18.79689 -19.45403 -0.33 0.17 0.44
C 22.54204 -20.47936 -18.61629 0.89 -0.88 -0.70
H 24.74951 -16.78400 -20.54669 -0.08 -0.15 0.28
H 23.13473 -17.04344 -21.27249 0.22 0.43 -0.22
H 24.61828 -17.27649 -22.24044 -0.09 0.34 -0.11
H 25.32018 -18.86845 -19.14151 0.30 -0.02 0.00
H 26.25011 -18.98346 -20.70204 -0.04 0.44 0.03
H 25.36232 -20.34591 -20.16971 -0.12 -0.03 0.27
H 22.59968 -22.95259 -20.75420 -0.09 -0.23 0.15
H 24.20819 -23.19661 -21.41554 0.24 0.28 0.24
H 23.93409 -22.09859 -19.96680 0.32 -0.60 -0.10
H 22.54813 -21.08344 -23.68756 -0.13 -0.93 -0.45
H 24.21553 -20.90974 -23.66194 0.59 -0.68 -0.40
H 23.52912 -22.63139 -23.53175 -0.11 0.34 0.15
H 20.48270 -19.18160 -18.67909 -0.55 0.07 -0.24
H 21.72237 -18.04137 -18.92043 0.29 0.53 -0.18
H 20.56481 -18.34047 -20.25551 0.19 -0.29 -0.10
H 22.21232 -19.90684 -17.74933 -0.03 -0.34 -0.03
H 23.63199 -20.47782 -18.62613 0.12 0.14 0.21
H 22.23859 -21.52627 -18.61433 -0.09 -0.06 0.81
O 18.75463 -17.71659 -24.95018 -0.17 -0.56 -0.44
P 18.05389 -17.04668 -26.06689 -0.78 2.72 -3.46
N 18.88944 -16.95486 -27.59882 0.07 0.76 0.56
C 19.76895 -18.06562 -27.96887 -0.99 0.02 0.22
C 18.43393 -16.13229 -28.73623 -0.46 0.85 1.04
N 17.72685 -15.39877 -25.75822 0.19 2.19 0.22
C 18.90631 -14.33991 -25.73945 -1.55 -1.31 0.30
C 16.64021 -14.88708 -24.78869 0.72 -0.89 -1.05
N 16.59301 -17.73809 -26.55983 -0.29 1.85 0.09
C 16.35671 -19.04408 -26.03297 -0.04 -0.73 1.41
C 15.61138 -17.17015 -27.57486 0.83 -1.53 0.76
H 20.32937 -17.90474 -28.88982 0.71 0.96 0.54
H 19.19681 -18.91127 -28.35048 -0.29 -0.58 0.89
H 20.32834 -18.19814 -27.04280 0.57 -1.01 -0.67
H 18.40023 -15.08560 -28.43391 0.38 0.22 0.04
H 17.40511 -16.25164 -29.07588 0.04 -0.79 -0.14
H 19.10977 -16.21008 -29.58786 0.06 -0.23 0.23
H 19.63253 -14.59993 -24.96932 0.17 -0.22 -0.20
H 19.38072 -14.15630 -26.70347 -0.07 -0.61 0.01
H 18.47918 -13.38538 -25.43198 -0.27 -0.15 -0.03
H 16.16177 -13.93435 -25.01561 0.93 0.52 -0.83
H 15.72749 -15.47928 -24.85458 0.46 -0.92 0.52
H 17.08953 -14.75756 -23.80409 -0.35 -0.47 0.22
H 17.12543 -19.78769 -26.24326 -0.07 -0.17 -0.74
H 16.45471 -18.95448 -24.95109 -0.47 -0.32 0.36
H 15.35782 -19.41044 -26.26982 0.12 -0.01 -0.11
H 15.83710 -17.59086 -28.55473 0.30 0.49 -0.24
H 15.51608 -16.08434 -27.56995 0.41 -0.16 0.05
H 14.63176 -17.61023 -27.38837 -0.09 0.16 0.59
```
Positions in Å, forces in eV/Å.



No. 2
Entry from the Open Molecules 2025 dataset: a cluster of 8 separate species, C21H57F3N3O14S in total (ωB97M-V/def2-TZVPD).

## Properties
Highest occupied orbital energy   -7.2 eV
Charge   -1
Molecular weight   664.755 g/mol
Kohn-Sham gap   9.6580 eV
Electronic energy   -74823.642 eV
Max |F|   0.0572 Eh/bohr
Spin multiplicity   1

Geometry as XYZ:
```
99
Properties=species:S:1:pos:R:3:forces:R:3
C -0.83063 0.28283 -0.69202 0.83 -0.54 -0.06
F 0.06560 1.07903 -1.27496 0.40 -0.05 -0.17
F -1.07839 0.79270 0.50829 -0.44 0.12 0.47
F -1.92171 0.32359 -1.43808 -0.53 -0.21 0.05
S -0.16980 -1.46687 -0.49353 0.19 -0.64 -0.88
O -0.03521 -1.95193 -1.87102 -0.21 0.41 1.22
O 1.11609 -1.31378 0.16417 -0.05 0.39 0.00
O -1.15984 -2.15005 0.33259 0.15 0.55 -0.73
C 1.03543 -5.83404 -1.71363 -0.32 0.44 -0.39
C 0.75400 -5.00915 -0.44394 0.11 -1.82 0.08
O -0.63852 -4.97044 -0.21262 -0.05 0.68 -0.11
O 1.09124 -7.24226 -1.49193 0.11 0.10 0.33
H 1.93584 -5.50291 -2.24308 0.19 -0.04 0.31
H 0.20527 -5.67993 -2.40956 0.00 0.17 0.10
H 1.32924 -4.09178 -0.41509 -0.47 0.59 -0.27
H 1.16089 -5.59853 0.39280 0.27 0.05 0.03
H -0.94349 -4.05466 -0.11266 0.14 -0.19 0.05
H 1.20922 -7.36755 -0.54384 -0.01 -0.10 -0.11
C -1.57463 -2.90564 -5.01468 -0.29 0.59 -0.35
C -1.36064 -2.12953 -6.30766 1.73 1.77 1.59
O -2.38800 -1.15670 -6.48918 -0.69 -0.85 -1.10
O -1.72586 -1.97199 -3.95688 0.18 -0.24 0.16
H -0.72656 -3.55621 -4.80335 -0.16 -0.35 -0.22
H -2.52874 -3.42939 -5.13484 0.19 -0.51 0.19
H -1.01525 -2.73457 -7.14613 -1.24 -0.11 -0.45
H -0.48692 -1.47354 -6.14676 0.34 -0.49 0.24
H -2.76077 -0.96335 -5.62162 0.26 -0.09 0.14
H -1.07943 -2.17326 -3.24323 -0.49 0.38 -0.32
C 3.91044 -1.04810 2.61996 -0.92 -0.52 -0.73
C 4.17708 -2.47995 2.16227 0.37 0.22 0.27
O 3.84049 -2.71041 0.82014 0.04 -0.01 -0.61
O 2.53055 -0.69010 2.51728 0.05 -0.10 0.18
H 4.52117 -0.38698 1.99714 0.10 0.08 0.05
H 4.17377 -0.92509 3.66879 0.12 0.01 0.05
H 3.71854 -3.22761 2.81524 -0.24 0.14 0.13
H 5.26020 -2.62976 2.20842 0.00 -0.08 0.10
H 2.95194 -2.40859 0.59115 -0.09 0.00 0.24
H 2.11763 -0.91934 1.65775 0.40 0.09 0.41
C -1.51571 -1.34419 3.60318 1.50 -0.52 0.41
C -2.75165 -2.19753 3.45052 -0.56 0.67 0.58
O -2.66196 -3.24384 2.51067 0.11 0.47 0.06
O -0.55159 -2.08875 4.38973 -0.32 -0.08 0.04
H -1.66714 -0.40543 4.13822 -0.63 0.06 -0.17
H -1.02717 -1.13228 2.64865 -0.36 0.13 -0.21
H -3.61260 -1.54709 3.25863 0.04 0.11 -0.41
H -2.98793 -2.57647 4.44730 0.22 -0.56 -0.10
H -2.37010 -2.81680 1.68698 0.03 -0.41 0.17
H 0.17093 -1.49445 4.61031 0.09 -0.03 -0.19
C -3.89145 1.16345 3.05460 -1.26 0.02 -0.71
C -4.87559 0.72767 1.95371 0.30 -0.32 -0.18
C -6.32694 1.08360 2.25575 0.78 0.02 0.31
O -6.70601 0.43404 3.44661 -0.02 0.10 0.26
C -7.90700 0.93496 3.98573 -0.62 -1.01 -0.75
N -4.51160 1.37803 0.69493 -0.24 0.55 0.26
H -2.88332 0.98214 2.69303 0.14 0.11 0.25
H -4.11446 0.63446 3.97892 0.23 -0.02 0.05
H -4.09902 2.22756 3.18317 0.47 0.09 0.19
H -4.83962 -0.36228 1.82459 -0.04 -0.04 0.25
H -6.91361 0.76156 1.38480 -0.38 0.09 0.19
H -6.41381 2.16747 2.41022 -0.05 0.06 -0.29
H -8.14659 0.36560 4.88214 0.37 0.31 0.30
H -8.72955 0.66758 3.30449 -0.06 0.37 -0.10
H -7.90784 2.01599 4.13378 0.16 0.04 0.19
H -3.73516 0.92771 0.23761 0.02 -0.10 -0.09
H -5.30355 1.41967 0.06786 0.14 -0.16 -0.20
C 5.92476 2.45714 2.85706 -0.19 0.60 -1.17
C 4.55744 3.13305 2.85718 0.11 -0.42 0.85
C 3.51241 2.41707 1.95026 0.89 0.83 1.54
O 2.29944 3.08303 2.23811 -0.31 0.11 -0.23
C 1.15954 2.47018 1.69406 -0.62 -0.41 -0.70
N 4.09751 3.28391 4.25019 -0.47 0.58 -0.54
H 6.15123 2.20502 1.81388 0.15 -0.34 0.16
H 5.96624 1.56798 3.48194 -0.03 -0.04 0.01
H 6.68649 3.18329 3.13779 0.03 -0.17 0.38
H 4.66973 4.17437 2.54759 0.00 -0.10 -0.51
H 3.45992 1.37890 2.28511 -0.17 0.00 -0.40
H 3.81796 2.52249 0.90802 -0.16 -0.16 -0.22
H 0.70633 3.04471 0.87692 0.37 0.22 -0.07
H 0.34253 2.35217 2.41112 0.35 -0.01 0.39
H 1.39973 1.48513 1.28737 -0.04 -0.03 0.13
H 4.09261 2.43723 4.80465 -0.03 -0.28 -0.34
H 3.13477 3.59609 4.11871 0.09 -0.14 0.67
C 3.01356 2.54450 -2.74021 0.12 -0.02 0.36
C 2.61570 3.58328 -3.75004 -1.54 -0.01 -1.83
C 1.44087 3.05438 -4.63216 0.39 0.04 0.81
O 1.18326 3.92196 -5.73381 0.04 -0.82 0.47
C 0.36494 3.24557 -6.66165 0.44 0.36 -1.36
N 2.30511 4.87788 -3.13863 -1.30 0.30 -0.22
H 4.01337 2.77535 -2.37295 -0.08 -0.14 0.26
H 2.99043 1.52008 -3.11375 0.18 0.11 -0.29
H 2.29499 2.54253 -1.91649 0.15 0.17 0.14
H 3.34657 3.76691 -4.54485 0.59 -0.04 0.50
H 0.51559 2.94128 -4.05184 0.01 -0.03 0.15
H 1.74003 2.05490 -4.96612 -0.11 0.01 -0.32
H -0.60223 2.90653 -6.28636 -0.03 0.24 0.25
H 0.85974 2.38243 -7.12838 0.17 -0.18 0.51
H 0.25932 3.92172 -7.51572 -0.47 0.13 0.27
H 1.82056 5.41067 -3.87131 0.83 0.19 -0.18
H 1.45938 4.75170 -2.56752 0.59 -0.36 0.54
```
Positions in Å, forces in eV/Å.